Record 1
Here is C54H52IrNO2S2Si as an isolated structure at a distorted geometry from OMol25. Energies are from ωB97M-V with the def2-TZVPD basis set.

Last column: Löwdin spin population.
Geometry (Å):
H  -3.720  0.834  -7.788  0.000
C  2.622  -1.206  -2.879  0.030
H  -4.140  -2.330  -1.998  0.000
H  5.209  -1.633  -2.310  0.001
C  -3.118  1.677  2.575  0.012
H  0.360  -3.929  6.093  0.000
C  3.793  3.095  4.856  0.000
C  -4.484  -0.263  2.822  0.001
C  -1.076  -2.653  7.038  0.002
H  -4.585  -1.330  2.963  0.000
C  2.597  2.922  2.656  0.002
H  5.239  -5.807  -3.200  0.000
H  -2.480  -2.265  -2.560  0.000
H  -2.648  0.317  -3.065  0.003
O  2.502  -1.342  0.071  0.075
C  -1.426  -4.102  -0.755  0.005
C  5.529  2.336  -4.640  -0.003
H  4.831  2.947  5.147  0.000
H  -0.872  -4.670  -1.501  0.001
H  -6.391  2.510  2.530  0.000
C  5.406  1.802  -5.899  0.010
H  0.063  1.076  2.621  0.005
C  3.337  -2.431  -3.005  0.003
H  6.394  -3.782  -2.395  0.000
C  -2.908  0.162  -5.187  0.000
C  -0.521  -2.558  4.709  0.002
C  3.388  0.022  -2.647  0.040
H  -0.466  -2.312  -3.756  0.000
C  4.004  0.049  -5.044  0.009
C  -3.103  -2.472  -1.688  0.003
H  0.941  0.143  -5.359  0.001
C  -4.249  2.468  2.500  0.003
H  5.545  3.204  -2.099  0.000
H  -4.152  3.537  2.372  0.000
C  2.273  2.233  1.503  0.009
C  -2.279  0.058  -6.423  0.001
H  4.526  0.252  -7.096  0.000
H  -3.987  0.174  -5.137  0.000
N  -1.535  -1.784  0.155  0.142
H  -2.141  2.125  2.508  0.009
H  3.601  4.160  4.760  0.000
C  4.702  -4.871  -3.144  0.006
H  6.117  3.229  -4.477  0.000
C  -5.620  0.524  2.759  0.002
C  4.697  -2.521  -2.649  0.006
C  3.430  0.661  -1.415  0.036
C  0.591  -2.364  -3.528  0.004
H  2.146  3.883  2.853  0.000
C  4.878  1.752  -3.542  0.008
H  -3.568  -4.098  -0.381  0.000
H  0.754  -0.482  2.252  0.020
C  -2.163  0.231  -4.025  0.005
H  4.168  -0.528  1.950  0.000
H  -0.944  -3.094  8.015  0.000
C  -1.972  -1.612  6.854  0.000
H  -2.537  -1.235  7.694  0.000
H  3.162  2.709  5.658  0.000
C  -0.892  0.071  -6.476  0.001
S  0.191  0.143  -2.557  0.092
H  -3.611  -1.542  0.182  0.001
C  -0.346  -3.122  5.958  0.000
C  -3.214  0.296  2.723  0.004
H  -2.774  -0.471  -0.935  0.009
C  2.847  0.993  1.267  0.010
Si  -1.635  -0.753  2.771  0.027
C  4.110  0.574  -3.739  0.002
H  1.570  2.637  0.786  0.007
C  4.062  1.139  3.313  0.002
C  -3.099  -0.052  -7.670  0.000
C  3.487  2.377  3.578  0.000
C  -1.506  1.872  -0.192  0.909
H  3.407  -0.838  -5.208  0.000
H  -3.758  -0.918  -7.614  0.000
C  -2.803  -1.495  -0.550  0.014
H  -2.573  1.884  -0.007  0.084
H  4.214  2.292  -0.253  0.001
C  3.744  0.442  2.161  0.001
C  -0.139  0.143  -5.320  0.005
H  0.224  -2.892  -0.038  0.003
C  2.657  -3.608  -3.410  0.005
C  -0.718  -2.753  -0.570  0.015
H  -0.963  -2.923  1.794  0.000
C  1.249  -1.207  -3.085  0.019
H  -2.464  -0.161  -8.545  0.000
H  0.759  -4.410  -4.076  0.000
H  4.756  0.709  4.021  0.000
O  0.984  1.381  -2.501  0.027
C  -2.882  -3.903  -1.209  0.001
C  5.359  -3.724  -2.702  0.000
C  4.634  0.657  -6.099  -0.002
H  2.861  -5.701  -3.840  0.000
C  -5.506  1.894  2.587  0.001
C  -1.431  -1.523  4.498  0.005
S  2.258  0.086  -0.176  0.153
C  3.374  -4.813  -3.498  -0.001
H  -0.474  -2.341  -1.546  0.004
H  -0.396  0.019  -7.436  0.000
C  4.933  2.327  -2.250  -0.005
H  -2.700  -2.774  1.608  0.003
C  -0.126  0.145  2.093  0.105
C  4.191  1.817  -1.222  0.011
Ir  -0.182  0.316  -0.072  1.919
H  -2.849  -0.251  5.463  0.000
H  -1.410  -4.672  0.176  0.000
H  -3.128  -4.605  -2.008  0.000
H  0.062  -2.930  3.879  0.000
H  5.898  2.271  -6.739  0.001
C  1.275  -3.531  -3.719  0.002
H  -1.106  2.870  -0.338  0.089
C  -2.144  -1.058  5.601  0.002
C  -0.782  0.201  -4.094  0.012
C  -1.758  -2.228  1.533  0.008
H  -6.598  0.072  2.845  0.000

Summary:
E_tot	-3484.1500	Eh
<S²>	6.017
HOMO-LUMO gap (alpha / beta)	4.88 / 7.67	eV
multiplicity	5
maximum force	1.35	eV/A
LUMO (alpha / beta)	0.13 / -0.25	eV

Record 2
Here is C54H53ClF2IN3O2RbSb3Se as an isolated structure at a distorted geometry from OMol25. Energies are from ωB97M-V with the def2-TZVPD basis set.

Last column: Mulliken charge in e.
Geometry (Å):
H  -3.043  -1.529  1.949  0.942
H  -5.611  0.731  4.463  0.353
H  0.465  1.517  -9.232  0.385
H  5.952  -1.286  -0.870  0.493
C  -0.837  5.652  1.353  -1.039
C  -3.164  -0.864  2.788  -0.791
C  3.434  1.552  -0.757  -0.587
H  2.149  1.340  -3.661  0.218
C  -3.536  -1.477  -2.479  -1.199
C  -2.042  -0.351  3.423  0.532
N  2.815  -1.170  0.309  0.571
H  -0.900  4.834  3.324  0.513
C  1.322  -1.467  6.844  -0.855
H  -4.131  -1.887  -3.290  0.434
F  6.349  0.247  1.155  -0.375
H  -1.834  2.162  -8.569  0.390
H  -2.643  -3.498  2.933  0.206
C  0.753  -1.779  -6.057  -2.011
C  -4.618  0.424  4.171  -0.902
H  1.156  -2.455  -6.815  0.540
C  2.900  -0.068  5.726  -0.774
H  1.992  -2.790  -3.003  0.476
H  5.412  -3.699  -1.032  0.386
C  1.522  -3.411  3.184  -0.222
H  1.536  -2.754  0.514  0.646
H  -2.963  0.952  -6.766  0.295
N  -0.873  3.003  0.523  0.791
H  -3.195  2.110  -4.363  0.226
H  1.930  1.659  -5.395  0.456
H  -4.195  -0.943  -1.801  0.207
C  2.537  -2.461  0.216  -0.444
H  -2.547  -4.936  1.908  0.498
H  -0.823  6.690  1.658  0.401
C  0.947  -0.872  4.546  0.154
C  5.532  1.118  0.459  0.403
H  -1.401  2.325  5.420  0.544
C  -6.009  -0.052  0.196  0.313
H  0.633  0.887  -4.482  0.022
C  -0.847  3.979  -0.393  -0.587
H  2.447  0.382  3.689  0.638
C  0.206  -3.131  2.832  0.154
F  5.549  4.586  -0.477  -0.360
C  -0.040  1.002  -8.427  -0.620
Rb  0.577  0.722  -0.731  1.498
C  -1.079  1.339  5.088  -1.847
C  4.329  0.677  -0.079  0.101
C  2.496  -0.739  6.864  -0.654
C  1.095  -5.760  3.191  -0.928
Sb  -2.036  -0.084  -3.228  0.288
C  -3.570  1.351  -3.688  -1.306
H  2.223  -2.598  3.314  0.420
H  -1.575  1.119  -0.070  0.009
I  -0.709  4.090  -4.747  -0.022
H  -3.174  -1.038  -5.537  0.634
H  3.000  -4.885  3.657  0.481
C  -0.791  6.325  -1.036  0.660
C  -0.714  -2.369  5.746  -1.508
H  -1.504  -1.916  5.152  0.185
H  -1.802  -2.061  -5.115  0.564
H  3.308  3.618  -1.361  0.529
H  1.011  -1.997  7.735  0.408
H  -3.861  1.816  -2.754  0.317
N  -6.569  -1.058  0.108  -0.775
C  -1.326  1.358  -8.057  -0.833
C  0.538  -1.546  5.699  1.214
O  -1.840  0.194  0.087  0.981
H  -0.754  0.782  5.967  0.375
C  -0.809  4.628  -2.704  -0.104
H  -0.517  -3.363  5.344  0.235
C  -1.341  -0.361  -6.333  0.649
H  -0.941  2.484  2.493  0.660
C  3.907  2.879  -0.842  -0.741
H  -4.433  0.852  -4.123  0.511
H  -0.218  1.462  4.434  0.185
C  5.955  2.425  0.363  -0.836
H  -3.069  -2.290  -1.931  0.268
C  -2.116  -1.034  -5.279  -1.610
Sb  2.531  -0.970  -4.995  0.674
C  4.686  -2.997  -0.641  -0.795
C  0.588  -0.019  -7.748  -0.282
C  -0.824  5.355  -0.023  0.211
H  -2.086  -3.353  1.267  0.027
C  2.125  -0.141  4.582  -0.714
C  1.888  -1.712  -3.080  -0.212
C  -0.796  5.964  -2.363  -0.608
H  0.177  -2.354  -5.340  0.409
C  4.029  -0.757  -0.068  -0.017
Se  -5.129  1.473  0.357  -0.353
C  -0.203  -5.501  2.794  -0.670
H  1.598  -0.306  -8.018  0.338
C  1.710  0.973  -4.585  -0.819
C  3.426  -3.417  -0.240  -0.885
H  -5.298  -0.931  2.654  0.622
C  -3.508  0.988  4.769  -0.565
O  -0.749  2.350  -2.120  0.117
C  -0.876  4.633  2.264  -0.894
C  -4.446  -0.507  3.164  -1.397
C  -0.028  -0.703  -6.703  1.241
Cl  -0.727  8.019  -0.624  -0.345
C  -0.657  -4.200  2.600  1.225
H  6.882  2.762  0.799  0.473
H  -2.789  0.298  0.266  -0.396
C  -0.806  3.558  -1.787  -0.440
H  -0.775  6.725  -3.130  0.426
C  -0.894  3.313  1.795  -0.873
H  -1.062  -2.481  6.772  0.491
C  -2.214  0.633  4.400  1.677
H  -3.648  1.742  5.534  0.385
C  -1.953  0.681  -7.034  -0.663
Sb  -0.085  -0.938  2.600  -0.554
H  2.494  -1.233  -2.323  -0.141
C  5.118  3.285  -0.328  0.300
H  3.137  -4.456  -0.289  0.518
C  4.991  -1.658  -0.550  -0.378
C  -2.067  -3.989  2.151  -1.017
C  1.970  -4.705  3.376  -0.882
H  3.088  -0.695  7.767  0.356
H  -0.885  -6.326  2.629  0.367
H  3.815  0.507  5.725  0.435
H  1.424  -6.779  3.336  0.344
H  0.848  -1.428  -2.951  -0.161

Summary:
E_tot	-6508.1858	Eh
energy relative to the best compared isomer or geometry (same formula, charge and spin)	1.224	eV
charge	-2
HOMO-LUMO gap	6.14	eV
maximum force	1.77	eV/A
LUMO	3.40	eV

- What is the maximum force in the second record?
  1.77 eV/A